Density functional theory data (ωB97M-V/def2-TZVPD) for a cluster of 13 separate species, C86H198F6N11O14S2 in total at a distorted geometry.

- 2S+1 = 1
- total charge = +9
- frontier orbital gap (eV) = 8.0
- LUMO energy (eV) = -14.28

Geometry as XYZ:
```
317
Properties=species:S:1:pos:R:3:lowdin_charge:R:1
C -0.50 -12.48 7.37 -0.0036
O -0.51 -11.23 6.60 -0.2007
C -1.72 -10.55 6.68 -0.2339
C -1.58 -9.12 6.25 -0.0876
N -0.24 -8.74 6.77 0.0754
H -0.31 -8.06 7.50 0.1710
H 0.11 -9.60 7.17 0.1489
C 0.78 -8.34 5.70 -0.0384
C 0.54 -6.89 5.18 -0.2028
O -0.77 -6.84 4.62 -0.1884
C -0.98 -5.54 4.01 -0.0739
H -1.05 -12.45 8.30 0.0968
H 0.56 -12.66 7.62 0.1099
H -0.89 -13.28 6.73 0.1083
H -2.11 -10.62 7.68 0.1338
H -2.51 -11.02 6.10 0.1460
H -2.37 -8.54 6.72 0.1450
H -1.62 -8.93 5.19 0.1189
H 0.74 -9.12 4.93 0.1483
H 1.80 -8.37 6.10 0.1431
H 1.27 -6.66 4.42 0.1140
H 0.77 -6.18 6.01 0.1334
H -1.97 -5.50 3.56 0.0866
H -0.22 -5.31 3.26 0.0865
H -0.91 -4.75 4.78 0.0708
C 4.14 3.09 3.29 -0.0628
O 4.81 2.29 2.34 -0.2037
C 4.40 2.32 0.99 -0.2402
C 5.64 1.98 0.26 -0.0994
N 6.28 0.77 0.83 0.0452
H 7.28 0.71 0.68 0.1863
H 6.18 0.83 1.87 0.1675
C 5.55 -0.50 0.53 -0.0568
C 6.45 -1.62 1.17 -0.2009
O 6.58 -1.34 2.53 -0.2009
C 7.40 -2.23 3.32 -0.0239
H 4.44 4.15 3.07 0.1142
H 4.49 2.87 4.30 0.0960
H 3.05 3.03 3.22 0.0752
H 4.13 3.33 0.74 0.0991
H 3.51 1.73 0.77 0.1182
H 6.27 2.87 0.48 0.1708
H 5.58 1.81 -0.81 0.1267
H 5.50 -0.65 -0.53 0.1298
H 4.63 -0.32 1.08 0.1328
H 7.41 -1.55 0.68 0.1256
H 6.10 -2.62 0.93 0.1296
H 7.24 -3.25 3.00 0.0883
H 7.20 -2.22 4.38 0.0969
H 8.41 -1.97 3.08 0.0953
C -5.82 4.53 0.98 -0.0122
O -5.14 3.23 0.78 -0.2209
C -5.03 2.55 -0.43 -0.2293
C -5.91 1.28 -0.37 -0.0878
N -7.39 1.61 -0.55 0.0905
H -7.94 0.89 -0.10 0.1706
H -7.50 2.46 0.01 0.1468
C -7.73 1.87 -2.05 -0.0395
C -9.16 2.46 -2.12 -0.1752
O -9.18 3.52 -1.19 -0.2199
C -10.46 4.15 -1.03 -0.0457
H -5.74 5.17 0.10 0.1037
H -5.39 5.01 1.86 0.0885
H -6.85 4.29 1.19 0.0706
H -3.99 2.23 -0.52 0.0969
H -5.16 3.13 -1.36 0.1390
H -5.72 0.79 0.60 0.1306
H -5.59 0.74 -1.27 0.0948
H -7.63 0.97 -2.65 0.1370
H -6.95 2.55 -2.34 0.1041
H -9.82 1.69 -1.77 0.1287
H -9.31 2.78 -3.14 0.1412
H -10.48 4.58 -0.02 0.1041
H -11.23 3.38 -1.08 0.0960
H -10.66 4.89 -1.79 0.1004
C 0.77 -4.98 -2.33 -0.0362
O 1.41 -5.47 -3.59 -0.1868
C 2.38 -4.55 -4.02 -0.2106
C 2.41 -4.50 -5.59 -0.0809
N 3.48 -5.36 -6.14 0.0602
H 3.61 -5.30 -7.15 0.1945
H 4.35 -5.06 -5.66 0.1643
C 3.36 -6.84 -5.69 -0.0103
C 4.75 -7.31 -5.19 -0.1832
O 5.25 -6.42 -4.22 -0.2173
C 6.58 -6.76 -3.84 -0.0615
H -0.01 -5.72 -2.20 0.0827
H 0.33 -3.98 -2.48 0.0725
H 1.46 -4.99 -1.46 0.0984
H 3.34 -4.84 -3.69 0.1048
H 2.16 -3.58 -3.63 0.0993
H 2.58 -3.46 -5.93 0.1354
H 1.45 -4.80 -6.00 0.1414
H 2.96 -7.39 -6.55 0.1488
H 2.64 -6.83 -4.87 0.1192
H 5.53 -7.41 -5.96 0.1399
H 4.71 -8.31 -4.84 0.1314
H 7.02 -5.91 -3.33 0.0960
H 7.18 -7.04 -4.72 0.1013
H 6.68 -7.66 -3.24 0.0998
C -2.10 -2.03 0.19 -0.0836
C -1.50 -0.62 -0.04 -0.2196
C -1.03 -0.65 -1.47 -0.1233
N -0.23 0.59 -2.03 -0.2114
C -0.87 1.91 -1.74 0.0395
C -0.24 0.39 -3.53 -0.1195
C 0.91 1.27 -3.90 -0.1580
C 2.03 0.76 -2.98 -0.1096
C 1.22 0.57 -1.62 -0.0614
H -1.48 -2.84 -0.23 0.0776
H -3.11 -2.16 -0.19 0.0664
H -2.16 -2.25 1.25 0.0698
H -0.64 -0.41 0.61 0.1103
H -2.23 0.17 0.15 0.0990
H -1.89 -0.79 -2.10 0.0909
H -0.31 -1.50 -1.51 0.1223
H -0.21 2.72 -1.95 0.0837
H -1.21 1.98 -0.71 0.1030
H -1.70 1.90 -2.41 0.0670
H -1.16 0.61 -4.02 0.0709
H 0.03 -0.66 -3.58 0.1334
H 0.76 2.32 -3.65 0.0963
H 1.12 1.16 -4.97 0.1172
H 2.87 1.41 -2.98 0.0715
H 2.31 -0.26 -3.27 0.1076
H 1.43 1.36 -0.92 0.1087
H 1.38 -0.43 -1.23 0.1132
C -0.34 4.93 -6.65 -0.0562
C -0.21 3.42 -6.95 -0.2482
C -1.29 3.04 -7.90 -0.1220
N -1.40 1.63 -8.54 -0.2593
C -0.82 0.66 -7.59 -0.0019
C -2.88 1.34 -8.82 -0.0703
C -2.82 0.08 -9.69 -0.1000
C -1.43 0.22 -10.48 -0.0962
C -0.72 1.42 -9.88 -0.0889
H -0.64 5.48 -7.51 0.0786
H 0.62 5.31 -6.28 0.0793
H -1.08 5.08 -5.85 0.0841
H -0.38 2.93 -5.97 0.0874
H 0.81 3.25 -7.24 0.1085
H -1.38 3.73 -8.75 0.1496
H -2.21 3.19 -7.31 0.1467
H 0.27 0.75 -7.64 0.1059
H -1.00 -0.37 -7.92 0.1103
H -1.22 0.83 -6.60 0.0820
H -3.38 1.31 -7.85 0.1294
H -3.27 2.24 -9.31 0.1487
H -2.88 -0.85 -9.11 0.1135
H -3.63 0.26 -10.34 0.1064
H -0.89 -0.72 -10.35 0.1186
H -1.70 0.40 -11.50 0.1166
H 0.37 1.46 -9.75 0.1406
H -0.92 2.29 -10.52 0.1480
C -8.16 -5.18 -5.19 -0.0627
C -7.17 -4.66 -4.09 -0.2192
C -7.34 -5.38 -2.78 -0.0840
N -6.28 -5.14 -1.67 -0.2616
C -6.40 -3.83 -1.05 -0.0069
C -4.81 -5.39 -2.13 -0.0722
C -4.06 -5.61 -0.85 -0.1370
C -5.15 -6.01 0.23 -0.1279
C -6.41 -6.16 -0.56 -0.0966
H -7.88 -6.16 -5.59 0.0920
H -8.19 -4.43 -6.00 0.0901
H -9.17 -5.33 -4.84 0.0811
H -7.37 -3.57 -4.02 0.1139
H -6.18 -4.80 -4.51 0.1016
H -7.31 -6.46 -2.84 0.1377
H -8.24 -5.05 -2.28 0.1421
H -7.42 -3.68 -0.65 0.1305
H -6.26 -3.08 -1.83 0.0965
H -5.70 -3.66 -0.25 0.0851
H -4.48 -4.50 -2.68 0.1317
H -4.83 -6.22 -2.79 0.1330
H -3.47 -4.80 -0.50 0.0787
H -3.34 -6.42 -1.00 0.1253
H -5.20 -5.20 0.97 0.1083
H -4.89 -6.91 0.79 0.1263
H -7.30 -5.94 -0.01 0.1434
H -6.48 -7.11 -1.08 0.1480
C 1.45 10.94 1.57 -0.0688
C 0.89 9.65 2.18 -0.2313
C 1.44 8.43 1.51 -0.1165
N 1.37 7.11 2.28 -0.2661
C 0.01 6.86 2.86 -0.1166
C -0.96 6.59 1.73 -0.1525
C -0.61 5.36 0.90 -0.1784
C 0.80 5.54 0.35 -0.1748
C 1.77 5.95 1.41 -0.1319
C 2.29 7.20 3.41 -0.0020
H 1.12 11.80 2.17 0.1023
H 1.04 11.09 0.57 0.0812
H 2.52 11.02 1.42 0.0902
H -0.22 9.74 2.19 0.1336
H 1.31 9.60 3.19 0.1045
H 2.54 8.48 1.34 0.1585
H 0.93 8.41 0.55 0.1391
H -0.29 7.78 3.36 0.1304
H 0.03 6.14 3.72 0.1475
H -1.06 7.49 1.12 0.1273
H -1.92 6.42 2.26 0.1304
H -1.30 5.22 0.08 0.1091
H -0.75 4.44 1.48 0.1008
H 0.86 6.27 -0.48 0.1344
H 1.15 4.57 -0.01 0.0953
H 2.72 6.19 0.95 0.1086
H 1.94 5.08 2.01 0.1159
H 1.99 8.00 4.13 0.1340
H 3.28 7.27 3.01 0.1187
H 2.26 6.31 4.02 0.0991
C 4.39 1.51 -6.25 -0.0997
C 5.69 2.29 -6.30 -0.1986
C 6.30 2.30 -4.88 -0.1744
N 7.71 2.68 -4.74 -0.2932
C 7.95 4.09 -5.26 -0.0586
C 9.36 4.69 -4.90 -0.1230
C 9.67 4.53 -3.40 -0.1570
C 9.43 3.09 -2.96 -0.1685
C 8.00 2.68 -3.26 -0.1314
C 8.58 1.70 -5.40 0.0306
H 4.56 0.51 -5.88 0.0713
H 3.89 1.52 -7.23 0.0894
H 3.69 1.98 -5.54 0.0554
H 5.47 3.28 -6.67 0.1217
H 6.42 1.78 -6.92 0.1083
H 6.19 1.32 -4.41 0.1263
H 5.70 2.97 -4.21 0.1255
H 7.18 4.71 -4.72 0.1563
H 7.79 4.09 -6.34 0.1411
H 9.32 5.73 -5.20 0.1284
H 10.14 4.33 -5.59 0.1287
H 9.09 5.22 -2.78 0.1196
H 10.71 4.85 -3.15 0.1417
H 9.60 2.96 -1.90 0.1201
H 10.16 2.41 -3.38 0.1141
H 7.31 3.39 -2.76 0.1263
H 7.74 1.69 -2.87 0.1262
H 8.40 1.66 -6.46 0.1081
H 8.40 0.70 -4.95 0.1305
H 9.63 1.95 -5.18 0.1111
C 1.37 -1.90 4.70 -0.0893
C 0.54 -2.07 5.99 -0.1942
C 1.44 -2.28 7.30 -0.0841
N 1.78 -1.06 8.19 -0.2451
C 0.57 -0.61 8.93 -0.1364
C 0.74 0.66 9.74 -0.1241
C 1.33 1.78 8.83 -0.1339
C 2.62 1.26 8.14 -0.1635
C 2.40 0.06 7.32 -0.1087
C 2.87 -1.61 9.19 0.0721
H 2.05 -1.06 4.78 0.0570
H 0.69 -1.59 3.92 0.0575
H 1.99 -2.78 4.50 0.0822
H -0.28 -2.76 5.96 0.0862
H -0.01 -1.13 6.08 0.0731
H 2.39 -2.77 7.00 0.1372
H 0.94 -2.91 8.04 0.1204
H -0.16 -0.36 8.16 0.1109
H 0.16 -1.47 9.44 0.1396
H -0.23 0.94 10.15 0.1294
H 1.43 0.49 10.56 0.1232
H 0.60 2.05 8.09 0.0935
H 1.56 2.68 9.40 0.1355
H 2.97 1.98 7.44 0.1176
H 3.35 1.10 8.92 0.1316
H 1.63 0.21 6.56 0.1103
H 3.31 -0.42 6.90 0.1515
H 3.04 -0.88 9.97 0.0993
H 3.80 -1.89 8.67 0.1200
H 2.42 -2.50 9.66 0.1195
C -1.31 2.06 3.94 -0.0660
C -2.58 2.44 4.73 -0.2127
C -3.43 1.24 4.96 -0.1520
N -4.66 1.36 5.81 -0.2687
C -4.31 2.06 7.09 -0.0805
C -3.21 1.35 7.86 -0.1775
C -3.68 -0.03 8.21 -0.1629
C -4.16 -0.86 7.01 -0.1492
C -5.17 -0.06 6.16 -0.0681
C -5.70 2.01 5.06 0.0052
H -0.70 1.36 4.53 0.0677
H -0.75 2.99 3.74 0.0725
H -1.51 1.56 3.02 0.0586
H -3.17 3.13 4.13 0.1189
H -2.26 2.91 5.65 0.1081
H -2.86 0.38 5.35 0.1182
H -3.77 0.95 3.99 0.1285
H -4.01 3.07 6.84 0.1423
H -5.24 1.98 7.66 0.1549
H -2.28 1.47 7.33 0.0924
H -3.14 1.92 8.78 0.1411
H -2.91 -0.56 8.81 0.1254
H -4.58 0.20 8.81 0.1452
H -3.31 -1.18 6.41 0.0907
H -4.70 -1.75 7.34 0.1355
H -5.46 -0.60 5.25 0.1414
H -6.05 0.10 6.77 0.1461
H -6.64 1.97 5.57 0.1227
H -5.86 1.54 4.10 0.1070
H -5.38 3.00 4.79 0.1170
C -3.82 -0.98 -4.29 -0.6061
F -4.29 -1.14 -5.52 0.1406
F -4.69 -1.67 -3.52 0.0896
F -2.61 -1.56 -4.26 0.1085
S -3.80 0.90 -3.79 0.5139
O -2.75 1.50 -4.57 -0.3134
O -5.10 1.44 -4.03 -0.2650
O -3.56 0.73 -2.32 -0.3726
C 2.32 4.64 -3.22 -0.5872
F 1.07 4.50 -2.68 0.0820
F 2.44 3.86 -4.25 0.1521
F 2.41 5.96 -3.64 0.1130
S 3.61 4.29 -1.84 0.5379
O 4.90 4.44 -2.46 -0.2971
O 3.42 5.25 -0.80 -0.2947
O 3.23 2.88 -1.37 -0.3927
```